i.
Density functional theory data (the ωB97M-V functional and the def2-TZVPD basis) for a 10-piece molecular cluster, H20O10 overall.

Element x y z (Å)
1 O -0.35886 2.11385 -0.12848
2 H 0.01791 1.75686 0.74752
3 H -0.13982 1.57956 -0.83905
4 O -0.17270 -3.65259 -1.29888
5 H 0.51284 -3.09317 -0.70655
6 H 0.40962 -3.99444 -1.88653
7 O -2.77439 -1.37819 0.97450
8 H -2.68745 -0.37755 1.28172
9 H -1.83602 -1.57085 1.11990
10 O 1.15932 1.60518 3.39397
11 H 0.96587 2.55666 3.36424
12 H 0.55970 1.32669 4.13962
13 O -3.71878 -0.45667 -1.40007
14 H -4.30926 0.18284 -1.03856
15 H -3.05891 -0.04771 -2.03377
16 O 1.79616 -1.99382 2.04421
17 H 1.90788 -1.12232 2.22101
18 H 2.13912 -2.16502 1.16650
19 O -0.89785 -0.78722 -0.84655
20 H -0.32069 -1.36782 -1.43817
21 H -1.71789 -1.02105 -0.90808
22 O 2.73842 -1.31242 -0.94733
23 H 3.34625 -0.68681 -1.30724
24 H 2.76674 -2.31467 -1.37163
25 O 3.36322 2.08701 0.48471
26 H 3.16223 1.14195 0.32545
27 H 2.93518 2.70248 -0.07317
28 O -1.67400 3.58103 -1.98571
29 H -1.47133 3.51712 -1.11257
30 H -2.64252 3.19109 -1.94101

Values from the calculation:
2S+1: 1
SMILES string: O.O.O.O.O.O.O.O.O.O
Orbital gap in eV: 10.1

Here are the Löwdin charges for atoms 1 to 4, given in e: -0.0647, 0.0836, -0.0211, -0.0409

***

ii.
Density functional theory data (the ωB97M-V functional and the def2-TZVPD basis) for a 10-piece molecular cluster, H20O10 overall.

Element x y z (Å)
1 O 0.99668 -3.09360 0.97990
2 H 1.11565 -3.85984 0.41870
3 H 1.23924 -2.35102 0.42675
4 O -1.78371 2.93404 -0.69740
5 H -2.59129 3.06993 -1.19296
6 H -1.81253 3.59500 -0.00564
7 O 0.74008 -1.41191 -1.51510
8 H -0.12839 -1.17860 -1.84305
9 H 0.93486 -2.25287 -1.92871
10 O -2.52295 -0.90502 2.96784
11 H -2.54667 -0.59819 2.06146
12 H -2.48703 -1.85895 2.89742
13 O 0.14436 0.44907 0.41038
14 H 0.56229 -0.15092 -0.20735
15 H -0.78652 0.40933 0.19106
16 O 2.22761 0.69110 -2.39825
17 H 2.72101 0.39702 -3.16395
18 H 1.89602 -0.11486 -2.00238
19 O 1.34643 -0.72559 3.24857
20 H 0.53059 -0.85539 2.76505
21 H 1.97692 -1.29995 2.81404
22 O 0.51511 2.90349 -2.23705
23 H 0.88299 2.10065 -1.86779
24 H -0.30000 3.03842 -1.75371
25 O 2.94552 0.35373 0.76035
26 H 3.18554 1.01946 0.11582
27 H 2.01536 0.50576 0.92740
28 O -3.37496 -0.17936 0.17928
29 H -3.76005 -1.04231 0.02680
30 H -3.88215 0.41153 -0.37735

Values from the calculation:
2S+1: 1
SMILES string: O.O.O.O.O.O.O.O.O.O
Orbital gap in eV: 9.6

Here are the Löwdin charges for atoms 1 to 4, given in e: -0.0404, 0.0319, -0.0047, -0.0289

***

Least stable = i